C23H35NO5 | the ωB97M-V functional and the def2-TZVPD basis

```
64
Properties=species:S:1:pos:R:3:forces:R:3
C 3.295 -3.923 2.054 0.6140 -0.1681 -0.0823
C 1.810 -3.735 1.916 0.2830 0.1592 0.3565
O 1.649 -2.326 1.567 -0.6149 -0.2486 -0.1142
C 0.371 -1.996 1.334 -1.2041 -3.0506 -0.8884
C 0.146 -0.623 0.529 -1.8822 -0.3703 0.8508
C -1.387 -0.281 0.887 -0.8823 0.3088 0.5008
C -2.308 -1.147 0.057 0.1656 -0.5939 0.0567
C -3.782 -0.934 0.376 0.0300 0.2235 -0.0416
C -4.106 -1.097 1.869 -0.0341 0.0450 -0.1035
C -3.198 -0.214 2.732 -0.3856 -0.0268 -0.4688
C -1.731 -0.441 2.390 0.1628 -0.2777 0.7347
C 0.960 0.310 1.455 0.6629 1.3622 1.5292
O 0.531 1.060 2.334 0.6758 -1.1878 -2.1481
O 2.278 0.183 1.245 -0.5256 1.0467 0.2801
C 3.018 1.215 1.951 0.1877 -0.3463 -0.1407
C 4.442 0.768 1.895 0.7272 -0.0151 0.1144
O -0.527 -2.805 1.581 2.1165 1.7038 -0.6510
H 3.544 -4.945 2.359 -0.1722 0.1347 -0.0795
H 3.786 -3.733 1.092 -0.0307 -0.0099 0.2075
H 3.730 -3.246 2.801 -0.2262 -0.1020 -0.1855
H 1.378 -4.368 1.126 0.0558 0.3533 0.2249
H 1.288 -3.943 2.855 -0.0154 0.1011 -0.2270
H -1.586 0.776 0.644 0.4263 -0.3064 -0.0241
H -2.078 -1.022 -1.011 -0.2254 0.0379 0.2364
H -2.052 -2.168 0.339 -0.2168 -0.0928 -0.3971
H -4.042 0.083 0.053 -0.2495 -0.0964 0.0271
H -4.364 -1.655 -0.207 -0.0822 0.2281 -0.0180
H -5.162 -0.856 2.051 0.1595 -0.0287 -0.0569
H -3.978 -2.152 2.161 0.0846 0.2020 -0.0856
H -3.449 0.845 2.574 -0.0658 -0.1293 0.0039
H -3.387 -0.439 3.790 0.2028 0.1361 -0.1625
H -1.478 -1.454 2.702 -0.3094 0.2534 0.1069
H -1.128 0.224 3.007 -0.3027 -0.1325 -0.2119
H 2.828 2.155 1.413 0.1277 -0.1510 0.2778
H 2.678 1.304 2.991 -0.0461 -0.0112 -0.4429
H 5.088 1.580 2.239 0.0648 -0.0855 -0.0108
H 4.606 -0.097 2.550 -0.0648 0.1799 -0.1556
H 4.746 0.486 0.883 -0.0714 0.1154 0.0777
C -2.313 5.173 -3.763 0.5171 -0.1637 0.6336
O -1.442 4.953 -2.623 -0.3847 0.3770 -0.7053
C -1.078 3.685 -2.286 -0.5972 -0.8812 0.1485
C -0.324 3.526 -1.102 -0.5515 0.9436 -0.6469
C 0.042 2.283 -0.671 0.8168 -1.6067 0.1031
C -0.286 1.079 -1.376 0.9624 2.1062 -0.5420
C 0.336 -0.252 -1.105 -3.1095 1.1553 1.2881
N 1.045 -0.778 -2.142 2.5398 -3.0677 -2.2625
C 1.868 -1.982 -1.896 -1.4131 0.5122 -0.1716
C 1.311 -0.184 -3.460 0.0743 -0.4535 1.1880
C -1.120 1.295 -2.531 0.8971 -2.2503 0.7199
C -1.505 2.531 -2.984 0.1051 1.6522 0.2492
H -2.510 6.248 -3.765 0.0505 -0.2491 0.0296
H -1.826 4.898 -4.710 -0.0541 -0.0457 0.2800
H -3.262 4.628 -3.655 0.2525 0.0701 0.0288
H -0.018 4.420 -0.547 -0.1710 -0.3411 -0.2570
H 0.714 2.204 0.206 -0.6096 0.2710 -0.6747
H 1.135 -1.100 -0.251 1.5887 1.7651 0.9543
H 2.220 -2.326 -2.878 0.0373 -0.1867 0.6184
H 2.700 -1.784 -1.187 -0.1987 0.2061 -0.1432
H 1.238 -2.762 -1.449 0.1868 -0.3288 -0.1523
H 2.132 -0.782 -3.873 -0.3152 0.4567 -0.1459
H 0.438 -0.267 -4.084 -0.3286 0.0419 -0.5695
H 1.606 0.852 -3.420 0.1230 0.5209 0.1420
H -1.405 0.419 -3.143 0.1080 0.5016 0.5165
H -2.124 2.632 -3.886 0.3338 -0.1653 0.4817
```
Forces are in eV/Å.

## Properties
electronic energy: -36138.033 eV
highest occupied orbital energy: -5.24 eV
HOMO-LUMO gap: 5.8710 eV
ΔE to the lowest compared entry with this formula, charge and spin: 616.5 kJ/mol
multiplicity: 1